# C21H16ClF2N3O4

An isolated molecule of C21H16ClF2N3O4 (ωB97M-V with the def2-TZVPD basis set, the Open Molecules 2025 dataset).

Last column: Löwdin charge in e.
Atoms and positions in Å:
C: -1.1170 -3.4247 -0.0449  -0.0554
H: -2.1698 -3.1511 -0.0868  0.0923
H: -0.8624 -4.0298 -0.9188  0.1019
H: -0.9272 -3.9957 0.8684  0.1009
O: -0.4159 -2.1992 -0.0425  -0.0876
C: 0.9370 -2.2068 -0.0209  -0.2067
C: 1.7069 -3.3702 0.0601  0.0013
C: 3.0798 -3.2464 0.0601  -0.1105
N: 3.7189 -2.0916 0.0105  0.1289
C: 3.0085 -0.9783 -0.0690  -0.2469
C: 1.5936 -0.9703 -0.0990  0.0361
C: 0.8813 0.3248 -0.2969  -0.3974
O: 1.2838 1.2090 -1.0157  0.1055
N: -0.2835 0.4369 0.4254  0.1214
C: -1.1273 1.5098 0.3410  -0.1259
N: -2.2322 1.4511 0.9592  0.0445
O: -3.0501 2.5756 0.8603  -0.1262
C: -4.3252 2.2842 1.4080  -0.1847
C: -5.1443 1.4392 0.4626  -0.2217
C: -5.8642 2.0546 -0.5557  -0.0205
C: -6.5800 1.3246 -1.4857  -0.0006
C: -6.5656 -0.0549 -1.3894  -0.2739
C: -5.8588 -0.7093 -0.3989  -0.0321
C: -5.1466 0.0468 0.5200  -0.6016
Cl: -4.2724 -0.7952 1.7422  0.7178
H: -5.8653 -1.7860 -0.3474  0.1149
F: -7.2567 -0.7878 -2.2817  0.0661
H: -7.1384 1.8055 -2.2723  0.1187
H: -5.8553 3.1320 -0.6173  0.1211
H: -4.7931 3.2604 1.5499  0.1280
H: -4.2065 1.7838 2.3748  0.0990
H: -0.7761 2.3482 -0.2560  0.1485
H: -0.6248 -0.3497 0.9603  0.1413
O: 3.5929 0.2176 -0.1082  0.0767
C: 4.9435 0.4661 -0.1274  -0.2175
C: 5.9457 -0.4142 0.2608  -0.0048
C: 7.2674 -0.0024 0.2234  -0.0025
C: 7.5701 1.2791 -0.1938  -0.2830
C: 6.5836 2.1716 -0.5778  -0.0037
C: 5.2682 1.7587 -0.5418  0.0125
H: 4.4658 2.4169 -0.8340  0.1257
H: 6.8510 3.1657 -0.8983  0.1187
F: 8.8616 1.6728 -0.2264  0.0507
H: 8.0607 -0.6708 0.5184  0.1181
H: 5.6968 -1.4116 0.5792  0.0942
H: 3.7157 -4.1197 0.1076  0.1161
H: 1.2549 -4.3455 0.1126  0.1021

Summary:
**E_tot**: -1934.9455 hartree
**Molecular weight**: 447.82 g/mol
**Lowest unoccupied orbital energy**: 0.4 eV
**Charge**: 0
**2S+1**: 1
**Relative energy (zero: lowest compared OMol25 entry of this formula, charge and spin)**: 0.0 kcal per mole

***

# C29H41F5OsP2

A structure of composition C29H41F5OsP2 (ωB97M-V with the def2-TZVPD basis set, the Open Molecules 2025 dataset).

Last column: Löwdin charge in e.
Atoms and positions in Å:
Os: -1.0413 0.8450 -3.1904  1.4972
C: -1.2731 -1.5993 -0.0275  -0.3403
C: 0.0948 -1.7156 -0.5831  -0.1762
C: 0.2098 -0.3304 1.2463  -0.1322
C: -1.0915 -0.7949 1.2102  -0.1583
C: 0.9681 -0.9567 0.1936  -0.1237
C: -2.1366 -2.8398 0.1310  -0.0629
H: -2.0044 -3.5076 -0.7224  0.0804
H: -3.2060 -2.5979 0.2285  0.0998
H: -1.8554 -3.4038 1.0344  0.1137
C: -2.1201 -0.6654 2.2598  0.0170
H: -2.2456 -1.6297 2.7859  0.1247
H: -3.1072 -0.3947 1.8384  0.1154
H: -1.8482 0.0884 3.0135  0.1001
C: 0.7727 0.5978 2.2485  0.0271
H: 0.1825 0.5622 3.1729  0.0977
H: 0.7615 1.6512 1.8948  0.1153
H: 1.8159 0.3460 2.4915  0.1050
C: 2.4524 -0.8925 0.0981  -0.0332
H: 2.9181 -1.3692 0.9832  0.1244
H: 2.8280 0.1513 0.0628  0.0148
H: 2.8337 -1.4245 -0.7812  0.0844
C: 0.4671 -2.5886 -1.7150  -0.0042
H: 0.6657 -3.6215 -1.4021  0.1298
H: 1.3667 -2.2277 -2.2099  0.0776
H: -0.3332 -2.6098 -2.4524  0.0820
C: -1.6529 1.9186 -4.6529  -0.3595
C: -2.1060 0.4909 -4.8054  -0.3630
C: -1.4543 -0.3804 -5.8808  -0.1791
C: 0.0662 -0.4091 -5.6817  -0.1371
C: 0.3356 -0.1286 -4.1679  -0.3542
C: 1.2093 1.0633 -3.9299  -0.3895
C: 0.9479 2.2537 -4.9195  -0.1362
C: -0.5119 2.5299 -5.4199  -0.1671
H: -1.7244 0.0557 -6.8555  0.1305
H: 0.5173 0.3557 -6.3465  0.1163
H: -1.8445 -1.4089 -5.8861  0.1156
H: -0.6035 2.2886 -6.4903  0.1301
H: -2.4883 2.6116 -4.4839  0.1357
H: -3.1761 0.2784 -4.7446  0.1104
H: -0.6422 3.6232 -5.3274  0.1189
H: 1.3124 3.1865 -4.4702  0.1027
H: 2.1081 0.5767 -4.3515  0.1365
H: 1.5684 2.0778 -5.8153  0.1235
H: 0.4844 -1.3949 -5.9620  0.1318
H: 0.7553 -1.0382 -3.7298  0.0909
P: -2.4442 -0.5536 -1.6580  0.9704
C: -3.7703 0.7221 -1.6144  -0.2396
C: -3.3750 -1.8097 -2.6135  -0.2277
P: 3.6361 1.5016 -1.8026  0.9281
C: 1.7662 1.5128 -2.5003  -0.2822
C: 4.4592 0.4583 -3.0715  -0.2916
C: 4.0852 3.2028 -2.3512  -0.2936
H: -3.4822 1.5640 -0.9975  0.0250
H: -4.7059 0.2993 -1.2570  0.0662
H: -3.8513 1.0910 -2.6427  0.0494
H: -2.9565 -1.8162 -3.6189  0.0320
H: -4.4219 -1.5037 -2.6451  0.0626
H: -3.3318 -2.8188 -2.1996  0.0463
H: 3.9445 3.3357 -3.4253  0.0438
H: 5.1392 3.3471 -2.0646  0.0529
H: 3.4545 3.8966 -1.7861  0.0374
H: 1.5613 2.5750 -2.3782  0.0318
H: 1.2097 0.9633 -1.7364  0.0147
H: 5.3395 0.0574 -2.5541  0.0408
H: 4.7765 1.0475 -3.9376  0.0507
H: 3.7877 -0.3593 -3.3552  0.0263
F: -1.9924 1.5896 0.2697  -0.0139
C: -1.3885 2.6649 -0.3097  -0.2533
C: -1.0089 2.7110 -1.6503  -0.0567
C: -0.4842 3.9785 -1.9722  -0.2214
F: -0.0636 4.2959 -3.2339  0.0469
C: -0.2857 5.0310 -1.0683  -0.1149
F: 0.2672 6.1817 -1.4993  0.1294
C: -0.5984 4.8626 0.2825  -0.1112
F: -0.3887 5.8203 1.1971  0.1508
C: -1.1532 3.6540 0.6380  -0.1458
F: -1.4700 3.4125 1.9258  0.1133

Summary:
**E_tot**: -2401.4606 hartree
**Molecular weight**: 736.82 g/mol
**Lowest unoccupied orbital energy (alpha / beta)**: -7.5 / -8.8 eV
**Charge**: +2
**2S+1**: 5
**Relative energy (zero: lowest compared OMol25 entry of this formula, charge and spin)**: 16.0 kcal per mole

***

# C5H10IN2S

A cluster of 2 separate species, C5H10IN2S in total (ωB97M-V with the def2-TZVPD basis set, the Open Molecules 2025 dataset).

Last column: Löwdin charge in e.
Atoms and positions in Å:
C: -0.6712 -1.1383 -0.5115  -0.0486
C: -0.5389 -1.7891 0.8207  -0.1028
C: -0.7850 -0.7150 1.8870  -0.1406
C: 0.2372 0.7911 0.2975  -0.6878
C: 1.2331 2.0718 -1.8914  -0.3258
N: -0.2592 0.0485 -0.7246  0.0761
N: -0.0420 0.4908 1.5545  0.0555
S: 1.1784 2.1637 -0.0838  1.0273
I: -3.1761 1.9137 0.1526  0.5176
H: -1.1145 -1.6598 -1.3492  0.1413
H: -1.2474 -2.6087 0.9341  0.1331
H: 0.4705 -2.2054 0.9105  0.1438
H: -1.8544 -0.4720 1.9361  0.1023
H: -0.4642 -1.0645 2.8683  0.1410
H: 0.2212 1.9592 -2.2662  0.0453
H: 1.8532 1.2341 -2.1944  0.0520
H: 1.6722 3.0055 -2.2311  0.0523
H: -4.2989 3.0053 0.1924  -0.3442
H: 0.1713 1.1459 2.2946  0.1623

Summary:
**E_tot**: -1001.6577 hartree
**Molecular weight**: 257.12 g/mol
**Lowest unoccupied orbital energy**: -4.9 eV
**Charge**: +1
**2S+1**: 1
**Relative energy (zero: lowest compared OMol25 entry of this formula, charge and spin)**: 4.0 kcal per mole

***

# C6H12I2N3

The ion C6H12I2N3 with charge +1 (ωB97M-V with the def2-TZVPD basis set, the Open Molecules 2025 dataset).

Last column: Löwdin charge in e.
Atoms and positions in Å:
C: -1.1012 -1.0045 1.5440  -0.7422
C: -2.0103 -0.8253 -0.1125  -0.2341
C: -0.6829 -0.3740 -0.8564  -0.5471
C: 2.7149 -0.0951 0.8396  -0.0468
C: 1.7921 1.5430 -0.8277  -0.0677
C: 1.6819 0.0563 -0.3044  -0.4196
N: 0.0621 -0.6250 1.3129  0.0398
N: 0.3210 -0.2619 0.0779  -0.2257
N: -3.0713 0.1605 0.0971  0.1686
I: -2.2115 -1.5246 3.1702  0.9742
I: -0.1593 -1.8960 -2.5588  0.7265
H: -2.3536 -1.7771 -0.5213  0.0944
H: -0.8530 0.5413 -1.4514  0.0878
H: 2.5283 -0.9795 1.3888  0.0543
H: 3.6452 -0.1099 0.2533  0.0961
H: 2.5214 0.8611 1.4295  0.1075
H: 0.9287 2.2315 -0.2833  0.1307
H: 1.7427 1.5989 -1.9460  0.0765
H: 2.7118 2.0950 -0.4610  0.0837
H: 1.9367 -0.6743 -1.2053  0.0936
H: -3.2149 0.5088 1.0514  0.1263
H: -4.0226 -0.4014 -0.0722  0.2395
H: -2.9062 0.9522 -0.5644  0.1837

Summary:
**E_tot**: -995.0910 hartree
**Molecular weight**: 379.99 g/mol
**Lowest unoccupied orbital energy**: -4.2 eV
**Charge**: +1
**2S+1**: 1
**Relative energy (zero: lowest compared OMol25 entry of this formula, charge and spin)**: 6.9 kcal per mole

***

# C20H22FN2O7P2Ti

A structure of composition C20H22FN2O7P2Ti (ωB97M-V with the def2-TZVPD basis set, the Open Molecules 2025 dataset).

Last column: Löwdin charge in e.
Atoms and positions in Å:
Ti: 0.1666 0.2559 0.1229  1.1359
C: 0.0663 1.8135 -2.6948  -0.1397
N: -0.5377 1.4603 -1.3955  -0.0776
C: -1.6899 1.9799 -1.1028  -0.0251
C: -2.3059 1.5663 0.0940  -0.2892
C: -3.4349 1.9638 0.8016  0.0057
C: -3.4869 1.1616 1.9472  -0.0531
C: -2.3898 0.3131 1.8979  -0.1208
N: -1.6659 0.5425 0.7788  -0.0773
C: -0.7865 1.3893 -3.8748  -0.2239
C: -0.9324 0.0437 -4.2043  -0.0323
C: -1.7202 -0.3301 -5.2811  -0.0682
C: -2.3685 0.6342 -6.0408  -0.0768
C: -2.2291 1.9737 -5.7170  -0.0721
C: -1.4404 2.3488 -4.6378  -0.0499
H: 1.0451 1.3381 -2.7499  0.1134
H: 0.2018 2.8963 -2.7348  0.1267
H: -2.1740 2.6986 -1.7601  0.1560
H: -4.1250 2.7418 0.5161  0.1182
H: -4.2325 1.1904 2.7242  0.1054
H: -2.1101 -0.4548 2.6017  0.1114
H: -0.4278 -0.7055 -3.6109  0.1007
H: -1.8268 -1.3772 -5.5335  0.1079
H: -2.9756 0.3413 -6.8871  0.1079
H: -2.7308 2.7303 -6.3060  0.1083
H: -1.3302 3.4003 -4.3948  0.1127
C: 2.1581 -4.0100 1.2497  -0.0610
C: 2.7040 -2.5950 1.2649  -0.6629
O: 4.0248 -2.4830 1.7702  -0.0637
P: 1.7074 -1.4523 2.3366  0.5751
O: 1.3330 -2.3800 3.5667  -0.0707
O: 2.6712 -0.3408 2.8926  -0.0664
O: 0.4716 -0.7887 1.7954  -0.3245
P: 2.7391 -1.8386 -0.4699  1.0506
O: 2.8111 -0.2813 0.0829  -0.3177
O: 1.0726 -1.8976 -0.5386  -0.4074
O: 0.6221 -0.7642 -1.3114  -0.3171
H: 2.0945 -4.4218 2.2572  0.0921
H: 2.7987 -4.6467 0.6377  0.1007
H: 1.1568 -4.0138 0.8161  0.0955
H: 4.2898 -3.3056 2.1974  0.1207
H: 0.6423 -2.0215 4.1461  0.1179
H: 3.6000 -0.6154 2.9704  0.1118
H: 3.5660 0.2257 -0.2437  0.0943
F: 3.6695 4.4781 2.8375  0.0824
C: 2.8403 3.6634 2.1749  -0.2737
C: 1.7985 3.0677 2.8579  0.0063
C: 0.9626 2.2079 2.1624  -0.1034
C: 1.1667 1.9063 0.8116  -0.2287
C: 2.2073 2.5733 0.1576  -0.1120
C: 3.0468 3.4529 0.8224  0.0034
H: 1.6542 3.2795 3.9089  0.1274
H: 0.1292 1.7652 2.6981  0.1020
H: 2.3772 2.4122 -0.9036  0.0998
H: 3.8487 3.9745 0.3169  0.1249

Summary:
**E_tot**: -3043.4707 hartree
**Molecular weight**: 531.22 g/mol
**Lowest unoccupied orbital energy**: -3.7 eV
**Charge**: +1
**2S+1**: 1
**Relative energy (zero: lowest compared OMol25 entry of this formula, charge and spin)**: 104.4 kcal per mole